{"formula": "C6H14", "method": "ωB97M-V with the def2-TZVPD basis set", "elements": ["C", "C", "C", "C", "C", "C", "H", "H", "H", "H", "H", "H", "H", "H", "H", "H", "H", "H", "H", "H"], "xyz": [[2.57777, 0.10355, -0.12196], [1.29602, -0.72551, -0.02065], [-0.00540, 0.04200, 0.28810], [-0.08549, 1.41416, -0.38257], [-1.21108, -0.83547, -0.08754], [-2.55343, -0.32651, 0.43564], [2.74404, 0.72641, 0.76545], [3.44576, -0.55660, -0.22945], [2.56622, 0.76484, -0.99579], [1.16868, -1.28343, -0.95992], [1.42484, -1.48400, 0.76355], [-0.04029, 0.21183, 1.37584], [-1.00403, 1.93453, -0.09273], [0.75097, 2.05702, -0.09100], [-0.07748, 1.32837, -1.47681], [-1.04126, -1.85341, 0.29107], [-1.25000, -0.92395, -1.18444], [-2.82715, 0.63719, -0.00898], [-3.35715, -1.03507, 0.20746], [-2.52155, -0.19594, 1.52475]], "multiplicity": 1, "charge": 0, "homo_ha": -0.402, "e_tot_ev": -6449.300, "lumo_energy_ev": 1.2, "smiles": "CCC(C)CC", "mol_weight_da": 86.18, "e_above_lowest_ev": 0.109}

***

{"formula": "C5H8Br2", "method": "ωB97M-V with the def2-TZVPD basis set", "elements": ["Br", "C", "C", "C", "Br", "C", "C", "H", "H", "H", "H", "H", "H", "H", "H"], "xyz": [[2.21300, -1.89948, -0.42573], [0.28085, -1.53291, 0.03851], [0.03665, 0.00407, 0.00201], [0.52222, 0.79854, 1.24372], [-0.49318, 0.21982, 2.87715], [-1.25944, 0.41598, -0.58472], [0.04241, 0.73891, -1.34767], [0.10433, -1.93399, 1.04350], [-0.35456, -2.04670, -0.69205], [1.59226, 0.59537, 1.45400], [0.39573, 1.88486, 1.14703], [-1.88690, -0.40735, -0.99337], [-1.82630, 1.23213, -0.12663], [0.43180, 1.76311, -1.35943], [0.20112, 0.16766, -2.27632]], "multiplicity": 1, "charge": 0, "homo_ha": -0.372, "e_tot_ev": -145399.045, "lumo_energy_ev": 0.7, "smiles": "BrCC1(CBr)CC1", "mol_weight_da": 227.93, "e_above_lowest_ev": 0.198}

***

{"formula": "C34H53N4OP2PbS", "method": "ωB97M-V with the def2-TZVPD basis set", "elements": ["C", "C", "C", "C", "C", "H", "H", "H", "N", "P", "P", "C", "H", "H", "C", "H", "C", "C", "C", "C", "C", "H", "H", "H", "C", "H", "H", "H", "C", "H", "H", "H", "C", "H", "H", "H", "C", "H", "H", "H", "C", "H", "H", "H", "C", "H", "H", "H", "C", "H", "H", "H", "C", "H", "H", "H", "C", "H", "H", "H", "C", "H", "H", "H", "C", "H", "H", "H", "Pb", "C", "O", "N", "C", "C", "C", "C", "C", "H", "C", "H", "C", "H", "H", "H", "S", "C", "N", "C", "C", "N", "H", "H", "H", "H", "H", "H"], "xyz": [[1.69461, -1.44149, -2.12775], [1.71485, 0.88100, -1.92409], [2.61014, -1.40057, -3.17961], [2.80360, 0.96528, -2.83651], [3.21611, -0.18472, -3.50145], [2.81950, -2.32940, -3.70727], [3.20882, 1.94524, -3.09494], [3.99771, -0.14685, -4.25817], [1.42457, -0.36645, -1.37622], [0.54156, -2.96246, -0.07299], [0.05849, 2.88979, -0.42936], [0.93607, -2.75576, -1.85576], [-0.00042, -2.80811, -2.44613], [1.53078, -3.60039, -2.23729], [0.90093, 2.08821, -1.77877], [1.40110, 2.92296, -2.32656], [-0.90960, 4.25555, -1.36141], [0.85064, 3.56028, 1.31233], [-1.09652, -3.92223, -0.03101], [2.09682, -3.86572, 0.58535], [-2.38338, 4.01177, -0.99431], [-2.56308, 4.06877, 0.09627], [-2.98930, 4.79004, -1.49515], [-2.70483, 3.02307, -1.36186], [-0.46423, 5.66801, -0.95753], [-0.61462, 5.90070, 0.10559], [0.58652, 5.84193, -1.22697], [-1.07098, 6.38826, -1.53234], [-0.78288, 4.17803, -2.89472], [-1.43436, 4.96270, -3.32777], [0.23784, 4.37772, -3.23538], [-1.11488, 3.20574, -3.29559], [-0.29245, 4.17126, 2.14196], [-1.07351, 3.42379, 2.35745], [0.12056, 4.51723, 3.10666], [-0.77295, 5.04109, 1.66831], [1.47608, 2.40083, 2.10643], [0.70928, 1.71723, 2.51171], [2.21134, 1.83184, 1.51010], [2.00465, 2.82034, 2.98295], [1.95771, 4.56274, 0.96937], [1.58103, 5.47535, 0.48891], [2.45415, 4.86329, 1.90736], [2.71527, 4.10190, 0.31249], [1.78480, -4.42344, 1.98468], [2.67939, -4.95750, 2.33769], [1.57861, -3.61099, 2.70146], [0.94720, -5.13731, 1.98167], [3.21267, -2.81073, 0.69582], [3.38561, -2.28656, -0.25449], [2.99844, -2.07065, 1.48375], [4.13801, -3.33576, 0.97191], [2.55045, -4.97618, -0.37131], [3.37111, -5.51945, 0.11791], [1.76191, -5.70321, -0.60370], [2.95080, -4.57201, -1.31000], [-2.11293, -3.20169, -0.95011], [-1.87705, -3.34015, -2.01574], [-3.10767, -3.64018, -0.76896], [-2.16933, -2.12015, -0.73030], [-1.64220, -3.91009, 1.41411], [-1.89924, -2.88800, 1.74193], [-2.56398, -4.51397, 1.42587], [-0.93843, -4.35080, 2.13603], [-0.84655, -5.36033, -0.50857], [-0.42959, -5.39651, -1.52733], [-0.18852, -5.92123, 0.17256], [-1.81654, -5.88186, -0.52800], [0.09761, -0.50169, 1.14885], [1.78332, -1.22875, 3.38351], [2.40966, -1.19414, 4.33917], [-1.20376, 0.57095, -0.54021], [-0.89207, 1.04983, -1.64842], [-1.54157, 0.80232, -2.94441], [-2.87969, 0.42177, -2.79600], [-0.98023, 0.85577, -4.23089], [-3.67788, 0.12673, -3.89927], [-3.31511, 0.41191, -1.78535], [-1.78062, 0.56410, -5.34885], [0.05993, 1.16580, -4.35732], [-3.12433, 0.21551, -5.18296], [-4.72188, -0.13964, -3.72999], [-1.36141, 0.63113, -6.35565], [-3.74358, 0.02186, -6.05902], [-2.11144, 0.17449, 2.52754], [-1.52395, 0.14866, 4.14076], [-1.70703, 1.12763, 5.04440], [-1.25392, 0.76779, 6.37238], [-0.67301, -0.63282, 6.17014], [-0.81587, -0.83757, 4.72884], [-2.26956, 1.95487, 4.83414], [-2.08693, 0.76943, 7.08136], [-0.48982, 1.46685, 6.72597], [-1.23257, -1.39380, 6.72480], [0.38142, -0.69317, 6.45282], [-0.70542, -1.76484, 4.31048]], "multiplicity": 1, "charge": 3, "homo_ha": [-0.579, -0.575], "e_tot_ev": -78758.291, "lumo_energy_ev": [-10.4, -11.0], "mol_weight_da": 835.04, "e_above_lowest_ev": 2.710}

***

{"formula": "C48H58N4O4PSSiSr", "method": "ωB97M-V with the def2-TZVPD basis set", "elements": ["Sr", "C", "C", "C", "C", "C", "C", "N", "C", "C", "C", "C", "C", "N", "C", "C", "C", "C", "C", "C", "N", "H", "H", "H", "H", "H", "H", "H", "H", "H", "H", "H", "H", "H", "H", "H", "O", "N", "C", "C", "C", "C", "C", "C", "C", "P", "C", "C", "C", "C", "C", "C", "C", "C", "C", "C", "C", "C", "H", "H", "H", "H", "H", "H", "H", "H", "H", "H", "H", "H", "H", "H", "H", "H", "C", "C", "C", "C", "O", "Si", "S", "O", "C", "C", "C", "C", "O", "C", "C", "C", "C", "H", "H", "H", "H", "H", "H", "H", "H", "H", "H", "H", "H", "H", "H", "H", "H", "H", "H", "H", "H", "H", "H", "H", "H", "H", "H", "H"], "xyz": [[0.40997, -2.28868, 0.64151], [3.09774, -0.20048, -0.51183], [3.83648, -1.22306, 0.29801], [5.17609, -1.12533, 0.66364], [5.80344, -2.28405, 1.24745], [5.10277, -3.48115, 1.40134], [3.69916, -3.40035, 1.25640], [3.09912, -2.23283, 0.87619], [2.83711, -4.55878, 1.72576], [3.39395, -5.84407, 1.93062], [2.50889, -6.94053, 1.99489], [1.14753, -6.80238, 1.83288], [0.70033, -5.50171, 1.45119], [1.47747, -4.41083, 1.56496], [-0.66004, -5.40865, 0.81256], [-1.41363, -6.53308, 0.35966], [-2.79043, -6.47314, 0.56020], [-3.40497, -5.30799, 0.86478], [-2.63458, -4.12833, 0.80450], [-3.32809, -2.86165, 1.08647], [-1.25907, -4.21195, 0.83182], [3.10012, -0.51075, -1.57036], [3.66872, 0.74759, -0.43479], [2.02620, -0.03820, -0.27600], [5.72682, -0.22923, 0.52500], [6.81094, -2.01386, 1.58933], [5.60707, -4.47525, 1.40361], [4.47872, -6.05305, 2.03782], [2.87686, -7.93872, 2.04995], [0.34534, -7.49119, 2.18126], [-0.93710, -7.43726, 0.04166], [-3.41173, -7.31633, 0.57415], [-4.45850, -5.19447, 1.11367], [-4.36405, -3.03774, 1.33965], [-2.89184, -2.38519, 1.97029], [-3.31955, -2.22367, 0.21652], [-0.27651, 0.04020, 1.26284], [-0.19189, 1.32231, 1.96251], [-1.18667, 1.61396, 2.68876], [-1.11985, 2.96878, 3.29863], [-2.20503, 3.51888, 3.98074], [-2.31444, 4.86686, 4.04640], [-1.50187, 5.62166, 3.29307], [-0.26311, 5.12037, 2.73755], [-0.06017, 3.75449, 2.76024], [1.35509, 2.89515, 2.30361], [2.16953, 2.60389, 3.87502], [2.54827, 3.73497, 4.56507], [3.12933, 3.73044, 5.84746], [3.62247, 2.54236, 6.32799], [3.29038, 1.37836, 5.61735], [2.63954, 1.33260, 4.32579], [2.46979, 4.03377, 1.51206], [2.02297, 5.00669, 0.67247], [2.96020, 5.95446, 0.21455], [4.24891, 6.05390, 0.72870], [4.75791, 4.95429, 1.47616], [3.84282, 3.95803, 1.82860], [-0.40184, 0.31303, 0.31205], [-1.98649, 0.90617, 2.84203], [-2.92460, 2.81905, 4.39409], [-3.13803, 5.41514, 4.49186], [-1.78840, 6.65089, 3.23988], [0.46551, 5.82745, 2.44186], [2.26698, 4.76371, 4.23614], [3.19856, 4.64921, 6.45319], [4.24385, 2.41386, 7.21434], [3.64607, 0.43945, 6.01452], [2.38229, 0.36539, 3.89297], [1.05327, 5.08923, 0.16540], [2.65927, 6.59462, -0.57782], [4.75981, 6.97438, 0.48185], [5.83336, 4.87541, 1.66532], [4.23182, 3.05613, 2.37275], [-6.52836, 4.08109, 0.61934], [-5.66912, 3.99947, -0.60577], [-4.22667, 4.36373, -0.67483], [-6.34064, 3.87920, -1.93926], [-3.03574, -0.75512, -3.72881], [-1.47224, -1.25563, -3.63719], [-0.69670, -1.26309, -1.57933], [-0.61226, -0.18894, -4.42424], [-0.39938, 0.73498, -5.49792], [-1.78781, 1.22028, -6.08353], [0.60078, 0.10258, -6.31238], [0.36169, 1.91585, -4.80262], [-1.11944, -2.71069, -4.20650], [-0.65097, -4.04233, -3.96516], [-0.35476, -4.33544, -2.55252], [-1.86134, -4.91864, -4.27512], [0.47611, -4.17184, -5.05791], [-7.43676, 4.59345, 0.30874], [-6.01608, 4.65387, 1.36161], [-6.84729, 3.08521, 1.01442], [-3.73473, 3.82590, -1.54731], [-3.73419, 4.09775, 0.30431], [-4.15179, 5.51262, -0.84504], [-7.34913, 3.47033, -1.86168], [-5.64230, 3.26519, -2.57882], [-6.22879, 4.82797, -2.54833], [-2.20069, 0.40830, -6.75962], [-1.68131, 2.15109, -6.68685], [-2.47621, 1.44367, -5.29716], [0.82490, 0.54672, -7.30038], [-3.75955, -0.51883, -3.09795], [0.89337, -0.88411, -5.99389], [0.13256, 2.02984, -3.75229], [0.11063, 2.82358, -5.29377], [1.47345, 1.78874, -4.79540], [-1.20969, -4.72581, -1.98216], [-0.18434, -3.45582, -1.93380], [0.42787, -5.14251, -2.49537], [-2.73393, -4.31505, -3.95452], [-1.73823, -5.88620, -3.69015], [-2.00572, -5.14110, -5.35741], [1.15755, -3.30655, -5.02376], [-0.11252, -4.10691, -5.99347], [1.04344, -5.04000, -4.89698]], "multiplicity": 1, "charge": 1, "homo_ha": -0.292, "e_tot_ev": -93695.707, "lumo_energy_ev": -3.4, "mol_weight_da": 933.76, "e_above_lowest_ev": 3.283}